1.
Below is an isolated molecule of C2H8N2P2, with properties calculated with ωB97M-V with the def2-TZVPD basis set.

The LUMO energy comes out at 0.3 eV. The HOMO energy comes out at -7.54 eV. The energy above the lowest of the compared OMol25 structures with the same formula, charge and spin comes out at 9.6 kcal per mole. As for the total energy: -23759.7278 eV. Its spin multiplicity is 1.

Element x y z (Å)
P1 0.8209 -1.2929 0.5604
H1 -1.8242 -0.2378 -1.6437
P2 0.9613 1.0278 -0.7011
N1 -0.1429 -0.7598 -0.7874
H2 0.5777 2.3970 1.3047
H3 -1.9583 -0.5740 0.1532
H4 1.3823 -2.5442 0.1182
H5 -0.7570 2.4814 0.4000
C1 -0.0148 1.6913 0.7054
H6 -0.5564 0.9385 1.3012
N2 1.9728 -0.1246 0.0553
H7 2.9694 -0.0977 0.0933
C2 -1.5509 -0.8907 -0.7694
H8 -1.8799 -2.0142 -0.7901

2.
Below is a cluster of 4 separate species, C2H11NO2 in total, with properties calculated with ωB97M-V with the def2-TZVPD basis set.

The LUMO energy comes out at -3.6 eV. The HOMO energy comes out at -8.69 eV. The energy above the lowest of the compared OMol25 structures with the same formula, charge and spin comes out at 188.7 kcal per mole. As for the total energy: -7829.7447 eV. Its spin multiplicity is 1.

Element x y z (Å)
H1 2.2926 1.6020 -0.0021
H2 0.1700 1.7148 0.4642
H3 -0.5687 -0.9308 -1.5732
N1 -0.4156 0.0117 -1.2710
H4 0.0081 -2.2949 1.4614
O1 -1.2109 0.4018 1.2708
C1 0.9305 0.1275 -0.8637
H5 1.6290 -0.0923 -1.6456
H6 -2.1383 0.6459 1.4469
C2 1.0698 1.5586 -0.3051
H7 0.9229 2.2772 -1.0805
H8 -1.0585 0.2032 -0.5174
H9 0.9947 -0.5429 -0.0505
O2 -0.3121 -1.9274 0.6425
H10 -0.6936 -0.9417 0.9392
H11 1.5329 0.3661 1.1604

3.
Below is a cluster of 8 separate species, C36H75I2N7O13S in total, with properties calculated with ωB97M-V with the def2-TZVPD basis set.

The LUMO energy comes out at -0.3 eV. The HOMO energy comes out at -9.00 eV. As for the total energy: -102625.5778 eV. Its spin multiplicity is 1.

Element x y z (Å)
H1 4.1429 9.3080 9.8171
C1 3.5664 1.8822 -4.4954
H2 -4.1105 2.1973 -2.0309
C2 -5.6876 -1.6162 -1.8495
C3 -2.4992 3.5389 -0.3349
N1 2.3977 3.4457 5.1904
H3 0.6739 -8.7240 2.6474
H4 1.7018 -0.8959 3.0883
C4 5.3943 -5.6770 1.4282
C5 -3.4166 -0.0783 -2.2249
H5 -1.9197 1.9982 -8.9877
C6 -2.2401 -1.0497 -1.6258
H6 -4.1779 -0.0129 0.6021
C7 -4.9462 -0.1658 -1.6442
N2 1.1347 -7.8583 0.0640
H7 -1.9380 -0.8137 -0.4952
C8 4.5226 2.0083 -5.6487
O1 2.0967 1.4917 4.1225
S1 -1.5700 -0.5814 -3.9908
C9 -3.9062 3.7613 0.4954
C10 3.0444 4.6976 5.4982
C11 1.6742 1.2963 -6.0617
C12 -6.1767 2.3172 3.3670
H8 -6.0920 -0.2849 0.3292
N3 3.8333 7.9246 8.3186
O2 -1.0328 -0.5630 -2.3733
H9 1.6863 1.4840 -3.9486
C13 3.1432 -0.6965 -0.3206
I1 -1.9267 -5.3789 -3.0090
C14 -0.2266 -4.1001 -0.7377
H10 2.3888 1.3943 -6.8806
H11 4.3525 -5.3481 1.4805
H12 4.7672 -4.7594 3.7113
H13 3.3793 -0.9335 -1.3613
H14 3.3992 -0.4303 3.3674
H15 2.1014 -0.3676 -0.2683
C15 -3.1152 1.5632 -2.1230
C16 -2.8357 1.7224 -9.5180
C17 3.3940 9.0860 9.0525
H16 -5.6017 0.6242 -2.2538
H17 -5.5178 -2.2457 -0.8759
H18 -5.3665 1.4240 -0.0475
C18 2.7627 2.5149 4.2600
C19 4.0826 7.8180 6.9800
H19 5.5139 2.2762 -5.2737
N4 3.0896 -1.8137 1.8689
H20 -0.8311 -8.9239 1.6874
H21 -7.7634 -2.4801 -2.5264
H22 -5.2746 -2.1558 -2.8193
H23 1.5654 3.1915 5.7095
H24 -1.0671 1.8776 -1.0033
H25 0.8040 -4.4734 -1.2108
H26 -3.1736 1.6055 -5.8287
H27 5.4938 -7.6574 4.1260
C20 -4.0286 2.3280 -8.8320
H28 -6.0452 2.9455 4.3463
O3 -4.2957 3.0613 1.7342
H29 -0.6862 -5.0769 -0.2279
O4 3.9157 2.0669 -3.3321
C21 -3.5177 1.0580 -6.7100
C22 -5.7238 3.2339 2.0448
O5 -1.5711 -1.8978 -4.8034
H30 -5.0902 2.4150 -7.1415
H31 -0.6908 -7.6131 2.8748
H32 -4.1859 0.2524 -6.3948
H33 -7.7534 -1.5353 -0.8833
H34 4.1230 8.8048 5.0884
H35 -6.4476 2.9183 1.1496
H36 2.5161 0.2210 1.9625
H37 3.2598 9.9594 8.4121
H38 0.8581 2.0093 -6.2048
C23 -7.3483 -1.4910 -2.0049
H39 -2.4640 1.2571 0.1509
O6 -4.7751 3.1231 -9.3976
C24 3.9864 2.7916 3.4316
C25 -2.2335 1.9518 -0.7620
H40 -2.9401 0.6344 -9.5583
C26 -5.1043 0.2622 -0.0579
C27 1.4476 -9.2520 -0.1362
H41 2.4455 8.8424 9.5380
O7 -1.0157 0.5221 -4.9395
C28 -2.4462 -2.6746 -1.5775
O8 -3.2592 -0.2835 -3.7034
H42 -2.5745 1.9766 -3.0999
C29 5.5900 -6.9009 2.2791
H43 3.9287 4.8739 4.8837
H44 5.6303 -5.9140 0.3875
H45 -2.7708 2.1019 -10.5410
H46 2.8451 9.3707 6.1814
H47 4.1518 1.9644 2.7365
N5 -4.2714 1.9679 -7.5372
H48 3.9529 -5.8764 4.8371
C30 -0.1416 -8.2037 2.1369
H49 3.2428 -2.6769 2.3772
C31 3.3389 -1.9204 0.5303
C32 4.9014 -5.6328 4.3516
N6 5.3406 -6.7942 3.6177
H50 -7.3085 1.9694 3.2686
H51 4.1856 2.7953 -6.3294
H52 3.3324 4.6811 6.5526
H53 -3.3398 -3.0632 -2.2671
C33 -1.1328 -3.5606 -1.9922
O9 5.9615 -7.9730 1.8082
C34 3.8869 9.0418 6.1291
H54 -7.6798 -0.5094 -2.5501
H55 1.2679 0.2816 -6.0537
H56 3.8124 0.1017 0.0130
O10 4.4542 6.7458 6.5091
H57 -6.0318 4.3418 2.3169
O11 0.2373 -6.0778 1.1002
H58 1.0423 -9.5554 -1.1050
H59 6.0635 -4.8788 1.7618
H60 4.5988 1.0538 -6.1771
H61 3.9865 7.0615 8.8269
H62 -1.5979 4.0087 0.2485
H63 0.0740 -3.2742 0.0463
H64 1.0334 -9.8903 0.6461
H65 4.5561 9.8400 6.4627
C35 0.4135 -7.2934 1.0770
I2 -2.9532 -3.1567 0.5422
H66 -5.4891 1.3620 3.3682
H67 -2.6583 0.6330 -7.2312
O12 3.7105 -2.9925 0.0594
H68 4.8636 2.8807 4.0788
H69 -0.4181 -3.0659 -2.7749
N7 2.2710 1.5506 -4.7736
H70 2.5355 -9.3571 -0.1525
H71 2.3225 5.5021 5.3352
H72 3.8457 3.7082 2.8517
H73 5.6503 -5.4108 5.1162
O13 -4.7809 4.6700 0.0088
C36 2.6503 -0.6523 2.6028
H74 1.4762 -7.1847 -0.6116
H75 -2.6285 4.1328 -1.3611

4.
Below is a structure of composition C3H6O3Tl, with properties calculated with ωB97M-V with the def2-TZVPD basis set.

The LUMO energy comes out at -7.8 eV. The HOMO energy comes out at -14.93 eV. The energy above the lowest of the compared OMol25 structures with the same formula, charge and spin comes out at 118.9 kcal per mole. As for the total energy: -14032.3851 eV. Its spin multiplicity is 1. As for the charge: +1.

Element x y z (Å)
H1 -1.0511 -1.1490 -1.4759
O1 -1.7262 0.5286 1.2179
C1 1.4594 -0.9700 -1.2820
O2 -1.6721 1.3171 -0.7923
C2 -0.7795 -0.8101 -0.4632
H2 -0.4302 1.5063 1.2033
C3 -1.7486 0.3064 -0.0439
H3 -0.8745 -1.6784 0.2067
H4 1.2117 -2.0377 -1.3659
H5 1.4350 -0.4856 -2.2701
O3 0.5431 -0.3185 -0.4220
H6 2.4577 -0.8173 -0.8575
Tl1 0.6675 2.1620 -0.1559

5.
Below is an isolated molecule of C5H8N2S, with properties calculated with ωB97M-V with the def2-TZVPD basis set.

The LUMO energy (alpha / beta) comes out at -1.3 / -1.3 eV. The HOMO energy (alpha / beta) comes out at -7.82 / -7.84 eV. The energy above the lowest of the compared OMol25 structures with the same formula, charge and spin comes out at 144.9 kcal per mole. As for the total energy: -19124.1372 eV. Its spin multiplicity is 1.

Element x y z (Å)
C1 -1.3702 0.6919 -0.1007
C2 1.1306 0.8644 -0.3276
N1 0.7226 -0.4415 -2.2267
H1 1.6622 1.6010 0.1852
H2 -1.6068 0.0267 -0.9317
S1 0.9703 -0.7588 -3.7527
H3 -0.3304 -0.9399 2.9749
C3 -0.4984 -1.2218 2.0403
C4 1.5011 0.3727 -1.5887
H4 2.5701 0.6570 -1.7185
C5 0.4378 -0.3757 1.2457
H5 -1.4707 -0.9726 1.6985
H6 -0.0907 -2.2458 2.1936
H7 -1.4407 1.6214 -0.6866
N2 -0.0151 0.4893 0.4308
H8 -2.1717 0.6317 0.5644

6.
Below is a cluster of 2 separate species, C5H12O in total, with properties calculated with ωB97M-V with the def2-TZVPD basis set.

The LUMO energy comes out at 1.0 eV. The HOMO energy comes out at -9.36 eV. The energy above the lowest of the compared OMol25 structures with the same formula, charge and spin comes out at 21.8 kcal per mole. As for the total energy: -7426.3649 eV. Its spin multiplicity is 1.

Element x y z (Å)
H1 0.0439 -0.9908 2.5193
C1 0.8376 -0.5919 -0.7517
H2 -1.1326 0.8428 0.8524
H3 -1.3534 -0.3778 2.7283
C2 0.4991 0.5875 -1.2680
H4 -1.4348 0.5760 -2.1346
H5 0.0734 -1.2357 -0.3214
H6 -2.4160 0.1313 -0.0801
H7 2.8949 -0.4034 -1.2782
C3 2.2455 -1.1203 -0.7883
H8 -0.9336 2.1333 -1.6910
H9 -2.3839 1.8433 0.1131
O1 -0.6156 -0.7882 3.1952
H10 2.2610 -2.0413 -1.3779
C4 -1.7403 0.9857 -0.0430
H11 1.2686 1.2365 -1.6644
C5 -0.9195 1.0992 -1.3316
H12 2.6665 -1.3609 0.1923

7.
Below is an isolated molecule of C6H10BrNO2, with properties calculated with ωB97M-V with the def2-TZVPD basis set.

The LUMO energy (alpha / beta) comes out at 0.3 / 0.3 eV. The HOMO energy (alpha / beta) comes out at -8.70 / -8.70 eV. The energy above the lowest of the compared OMol25 structures with the same formula, charge and spin comes out at 72.6 kcal per mole. As for the total energy: -82008.3465 eV. Its spin multiplicity is 1.

Element x y z (Å)
C1 -3.0863 -2.1798 0.4093
H1 -2.4377 -3.0235 0.4395
H2 -3.7550 -2.1064 1.2801
H3 3.2475 0.5720 0.0942
H4 1.0101 -0.4731 -1.2007
C2 -0.0082 0.2271 0.6059
H5 -3.6920 -2.1694 -0.4651
C3 2.1970 1.1276 0.0365
H6 2.5989 1.8441 -2.0493
H7 1.0733 2.5351 -1.4452
H8 2.7494 2.8835 -0.6494
C4 2.0936 2.1556 -1.0787
H9 1.9887 1.5951 0.9387
O1 -0.3444 -2.0362 0.8053
Br1 -3.1066 0.6742 -0.0922
H10 1.6783 -0.8083 0.4636
C5 1.1926 -0.0720 -0.1531
N1 -0.9700 -0.9826 0.5571
O2 -0.1997 1.1899 1.3028
C6 -2.2296 -0.9529 0.2007

8.
Below is an isolated molecule of C5H10BNO, with properties calculated with ωB97M-V with the def2-TZVPD basis set.

The LUMO energy (alpha / beta) comes out at -1.2 / -0.4 eV. The HOMO energy (alpha / beta) comes out at -8.35 / -8.38 eV. The energy above the lowest of the compared OMol25 structures with the same formula, charge and spin comes out at 104.0 kcal per mole. As for the total energy: -9557.8427 eV. Its spin multiplicity is 1.

Element x y z (Å)
H1 -0.5311 -1.6801 1.0244
C1 -1.1468 -0.4350 -0.4271
H2 -0.4079 1.3901 2.1934
H3 -1.5973 2.3989 0.1655
N1 1.7416 -0.7930 -0.1852
C2 -0.5123 2.2195 -0.1374
C3 -0.6587 -1.7595 -0.0853
C4 1.3958 0.3211 0.1231
H4 2.0531 1.2142 0.2346
H5 0.1469 3.0173 0.4509
H6 1.3783 -2.8325 -0.1265
H7 -1.3928 -0.2028 -1.4407
H8 -0.3670 2.2785 -1.1353
B1 -0.3514 0.6704 0.4106
H9 1.0355 -1.9523 -1.8010
H10 -1.4037 -2.5150 -0.4516
C5 0.8605 -1.8733 -0.6327
O1 -0.2427 0.5334 1.8204

9.
Below is the ion C5H8NO with charge +1, with properties calculated with ωB97M-V with the def2-TZVPD basis set.

The LUMO energy comes out at -3.4 eV. The HOMO energy comes out at -14.71 eV. The energy above the lowest of the compared OMol25 structures with the same formula, charge and spin comes out at 58.6 kcal per mole. As for the total energy: -8842.2185 eV. Its spin multiplicity is 1. As for the charge: +1.

Element x y z (Å)
H1 -3.8202 0.7470 0.6345
C1 1.6146 -0.0844 -0.0923
O1 0.2279 0.3056 0.4231
H2 -3.5605 -1.0184 0.6205
H3 0.6172 -1.4484 -1.2837
C2 1.6697 -1.0750 -0.9381
C3 -0.9508 0.2192 0.0841
H4 2.9779 1.7374 -0.0588
C4 -3.4630 -0.0996 0.0850
H5 2.1318 0.9205 1.5275
H6 2.5854 -1.4436 -1.3140
C5 2.6162 0.8335 0.5190
N1 -2.0872 0.1466 -0.1455
H7 -4.0887 0.0523 -0.7548
H8 3.5298 0.2074 0.6936

10.
Below is the ion C5H6N with charge +1, with properties calculated with ωB97M-V with the def2-TZVPD basis set.

The LUMO energy comes out at -4.9 eV. The HOMO energy comes out at -14.74 eV. The energy above the lowest of the compared OMol25 structures with the same formula, charge and spin comes out at 117.8 kcal per mole. As for the total energy: -6760.0681 eV. Its spin multiplicity is 1. As for the charge: +1.

Element x y z (Å)
C1 -0.4338 0.2826 -0.1633
H1 0.8943 2.2506 0.7137
H2 -3.1860 -0.8633 0.6693
H3 2.7027 -0.2576 -0.8042
H4 1.7584 -1.5871 -0.5984
C2 -2.8767 -0.2251 -0.1211
C3 -1.6342 0.0507 -0.0969
N1 0.5336 1.3898 0.4798
C4 2.1074 -0.6871 -0.0916
H5 -3.5143 0.0353 -0.9523
C5 0.9793 0.2759 0.0454
H6 2.6694 -0.6647 0.9196

11.
Below is an isolated molecule of C3H5N3OS, with properties calculated with ωB97M-V with the def2-TZVPD basis set.

The LUMO energy comes out at 0.7 eV. The HOMO energy comes out at -8.41 eV. The energy above the lowest of the compared OMol25 structures with the same formula, charge and spin comes out at 64.7 kcal per mole. As for the total energy: -20542.8543 eV. Its spin multiplicity is 1.

Element x y z (Å)
O1 0.7641 -0.1350 -1.0833
H1 -0.8181 -0.2438 -2.9324
C1 0.2567 -0.2356 1.1717
S1 2.8282 0.3355 0.4278
H2 -1.9614 -0.1561 0.7780
N1 -1.2702 0.0321 -2.0739
H3 -0.3260 -0.1166 2.9401
H4 -2.2482 -0.2534 -2.0701
H5 2.4327 1.6005 0.7265
N2 0.5366 -0.1487 2.4228
N3 1.3245 -0.3806 0.2138
C2 -0.5679 -0.1095 -0.9069
C3 -0.9510 -0.1887 0.3859

12.
Below is a cluster of 2 separate species, C3H7N2O2 in total, with properties calculated with ωB97M-V with the def2-TZVPD basis set.

The LUMO energy comes out at -4.2 eV. The HOMO energy comes out at -13.74 eV. The energy above the lowest of the compared OMol25 structures with the same formula, charge and spin comes out at 49.9 kcal per mole. As for the total energy: -10290.6471 eV. Its spin multiplicity is 1. As for the charge: +1.

Element x y z (Å)
N1 -0.1467 -1.1377 1.2063
N2 1.8102 0.0334 -1.1248
H1 -0.6358 1.9008 0.4143
C1 -1.5754 -0.0564 -0.1187
C2 0.1026 0.1573 1.3350
H2 2.2239 0.9612 -1.2226
H3 0.3826 -1.9554 1.5854
C3 -0.7003 0.9154 0.5107
H4 1.7911 -0.2619 -2.0705
H5 0.9379 0.4425 1.9636
H6 -2.7382 0.8200 -1.3537
H7 2.3478 -0.4756 -0.4550
O1 -1.1972 -1.2985 0.2853
O2 -2.6026 -0.0451 -0.9554